1.
The following is a DFT calculation (ωB97M-V with the def2-TZVPD basis set) of a cluster of 10 separate species, C52H132N8O20 in total in a non-equilibrium geometry.

Calculated values
E_LUMO (spin up / spin down) (eV): 1.803 / 1.754
HOMO-LUMO gap (spin up / spin down) (eV): 1.1 / 8.5
ΔE to the lowest compared entry with this formula, charge and spin (kJ/mol): 56.8
Charge: -1
2S+1: 2

Element x y z (Å)
1 O 0.83139 -0.60209 -9.77382
2 C -3.09784 2.99862 2.62345
3 H 2.48991 0.81152 -9.28906
4 H -5.02607 3.78604 1.88030
5 H -1.58857 2.07085 -6.54589
6 H 0.69542 3.35798 -3.39431
7 H -2.06865 0.46912 8.61951
8 N -1.77593 2.92756 -4.69621
9 H -4.24175 3.40328 -1.67466
10 C -4.64429 3.73333 -0.71699
11 H 5.15160 0.50480 -5.13223
12 H 0.41974 3.29278 0.29902
13 C -1.38110 -0.87580 -1.68133
14 N 5.52507 1.20935 -5.75209
15 H -1.73361 2.80169 1.33676
16 C -3.50526 -0.09798 -1.02693
17 C 0.44795 -3.98096 1.13888
18 H 6.65907 0.10670 6.90937
19 C -6.09403 -3.73274 -4.12433
20 C -1.42582 1.75473 -5.51552
21 C 3.43398 -0.12908 6.16515
22 H 2.71176 -1.68414 -4.27033
23 H 0.95493 1.48818 -9.83411
24 O 2.65045 0.00494 2.63592
25 H 1.14356 0.72353 -8.25538
26 O -6.71847 -3.67679 -2.81780
27 C -3.30975 -5.89350 5.07349
28 H 3.75063 3.24396 5.66200
29 H 3.77316 1.01217 -7.09975
30 O -3.53298 -2.15270 3.04006
31 C 5.74212 -0.38257 6.58086
32 H 2.53262 -1.72682 -9.38149
33 H -5.44989 0.72152 -0.94788
34 H -0.95001 -6.38092 1.97569
35 O 4.67582 0.50107 6.45660
36 H -1.79342 1.79289 -2.95264
37 H 3.15481 -3.60651 0.39417
38 H -4.09854 -1.34155 -5.98278
39 N -3.02975 -0.91954 6.57102
40 C -2.97915 -1.37778 4.07974
41 H 2.48875 -1.72560 -6.60259
42 H -2.99626 0.85745 -0.89975
43 H 1.30380 -0.64721 -4.19159
44 C 5.81701 -0.05150 2.07565
45 O -2.51960 5.77716 3.55908
46 C 0.09910 2.55320 -2.96439
47 H 7.09092 -1.96766 1.11474
48 H -5.60776 3.22443 -0.74577
49 C 4.27713 1.48118 -1.42973
50 C 2.35244 1.02545 6.10234
51 C 5.10293 2.27710 -3.58836
52 H 1.91631 0.23621 0.76077
53 H -3.24774 3.22695 3.67867
54 H -0.15250 -2.29827 -7.79853
55 O 7.06269 0.51295 1.55384
56 H -2.79553 -0.42130 3.59033
57 H 4.33706 4.22677 3.40744
58 H 3.32937 6.61695 3.72620
59 N 1.47910 -1.71330 -6.62617
60 C 1.72125 0.58618 1.77447
61 H 1.51912 2.48269 4.99791
62 H -5.21781 -3.08441 -4.12190
63 H -1.78963 -0.08032 -4.50886
64 C 1.62277 -1.68900 -4.22381
65 H 2.25030 5.79052 2.62834
66 C 5.36378 -0.29221 -7.61904
67 C -1.39315 0.52424 7.76583
68 H 5.38570 -1.12906 7.29067
69 C -2.89609 -6.59769 2.77377
70 H -3.38373 -0.68763 -0.11828
71 H 4.98990 -2.95348 -8.25376
72 N -1.66168 3.05976 2.31058
73 H -3.32417 5.21238 5.26818
74 H 2.47000 0.51005 3.43211
75 C -2.16187 0.25709 6.46997
76 H -5.58643 -2.05448 3.26124
77 H -1.04325 1.55653 7.77203
78 H 3.04039 -2.47344 -1.93321
79 H 6.31125 -2.84941 -7.22255
80 H 3.05261 -4.42075 1.92357
81 C 2.88831 -3.45753 1.44054
82 H -1.19357 -2.01320 8.96040
83 H -5.26712 -0.59682 -4.99544
84 H -0.89504 -1.34565 -2.53636
85 H 5.05596 -0.10692 1.29730
86 O -0.28325 -0.37854 8.01825
87 C -1.64723 -5.71256 2.48095
88 H 3.79009 2.44563 -1.28581
89 H -4.79985 0.45083 -2.54169
90 C 4.86070 1.06647 -7.05073
91 C -4.90105 0.00084 -1.55409
92 C 4.81141 2.29009 -5.08990
93 H 0.71850 -4.95443 1.54784
94 H -7.84062 -2.76473 -1.45520
95 H 4.90407 3.27838 -3.20626
96 H 6.89852 -1.36337 3.46271
97 H -3.73620 -1.26589 -4.27776
98 H 3.59788 0.72436 -1.03736
99 C 3.56250 2.67943 4.74875
100 H 1.87973 1.66432 1.79894
101 O -0.30415 0.90860 3.22265
102 H -3.51583 -6.76338 1.89255
103 C -3.97371 3.81768 1.59808
104 N -2.03244 -4.50469 1.76675
105 O 6.40017 -2.31073 1.68637
106 O -3.61469 0.53666 -5.30607
107 O -2.75146 -0.85977 -2.00583
108 N 2.33331 1.89170 4.90882
109 O 1.22918 -2.40750 -3.00143
110 O 2.55476 4.78215 4.40054
111 H -3.76405 4.88731 1.59296
112 H 3.06826 3.66503 2.67650
113 H -1.08309 4.55829 4.41048
114 H 2.54296 1.60566 7.00520
115 C -1.36966 2.74376 -3.27571
116 H -1.15037 -2.63262 1.20563
117 O -3.77768 -6.00089 3.75486
118 C 3.37622 3.81171 3.71175
119 H 3.72670 2.27974 -5.19662
120 H -6.72699 -3.44178 -4.96267
121 H -2.75287 1.15423 6.28566
122 H 1.58256 6.60021 4.07841
123 C -3.83723 -1.16288 5.36485
124 H -3.87196 6.68837 4.81860
125 H -3.70081 -0.75700 7.30814
126 C 1.45846 -1.75798 -9.19894
127 H 4.48149 2.11817 4.57983
128 H -4.73622 -0.67516 2.49878
129 H 5.24072 1.90367 -7.63622
130 H -0.90774 0.10006 -1.57302
131 H -2.05323 -1.84892 4.40958
132 H -3.90084 -5.13913 5.59275
133 H -8.39870 -2.51930 -3.12541
134 N -5.64955 -1.30739 -1.45582
135 C 2.06309 -1.99130 -1.91065
136 H -5.69735 -4.73515 -4.28531
137 H -2.78073 3.02932 -4.70728
138 H 7.32875 0.07587 0.74157
139 C -2.93355 6.13417 4.83713
140 H -4.95714 -2.21406 1.55246
141 H -1.77886 3.49774 -2.60329
142 H 0.20000 -0.86826 2.55241
143 H -0.42858 0.10961 1.31406
144 C -1.21398 5.19765 3.53745
145 H 5.02353 -0.35201 -8.65285
146 H 5.34625 0.48762 2.89774
147 H 0.47382 -2.13272 8.65521
148 C 2.41681 6.02263 3.68024
149 H 5.26751 3.19006 -5.50236
150 C 0.93366 -2.36214 -7.86393
151 C -7.52707 -2.52373 -2.47093
152 H 5.21763 -1.66259 3.23316
153 C -0.44667 -1.75582 8.20940
154 O 4.37385 1.28526 -2.86496
155 C -4.18795 -0.70967 -5.09913
156 H -0.74095 4.04372 -0.74280
157 H -4.69399 4.81945 -0.63964
158 O -3.78384 3.23997 0.30728
159 H 6.44731 -0.38280 -7.54255
160 H -2.79466 -4.05358 2.25216
161 C -4.82832 -1.76064 2.53527
162 H -3.49707 -6.85660 5.54831
163 C -2.23862 0.41836 -5.36783
164 H 1.16734 -3.42257 -7.76917
165 H -0.78466 -2.21564 7.28073
166 H 3.56564 -2.72893 1.88604
167 H 1.12772 -3.45822 -5.57331
168 H 3.13378 -0.81895 6.95387
169 H 0.05370 4.19507 2.15607
170 H -1.18655 -1.42533 -0.76032
171 C -1.01610 4.35589 2.28938
172 C 0.95762 -2.39638 -5.39538
173 H -6.49301 -1.02261 -3.44922
174 H -2.63970 -7.59388 3.13428
175 H -0.11853 -2.37127 -5.22400
176 O 4.84133 -1.40016 -6.83439
177 H 1.05078 4.14521 -1.04357
178 H -0.35273 1.57486 -5.45044
179 H -5.07283 -2.07990 -1.75701
180 H -2.04781 -0.21158 -6.23666
181 O 1.50598 -3.09232 1.65794
182 H -0.48797 6.00063 3.66479
183 H 5.18393 1.30184 -0.85210
184 H 1.63555 -2.32082 -0.96369
185 C -0.89552 -3.55640 1.72503
186 C 5.22982 -2.71305 -7.21804
187 H -1.39909 0.15794 5.69769
188 C 6.12933 -1.40989 2.69182
189 H 2.13388 -0.90398 -1.93922
190 H -3.41721 1.95816 2.68305
191 O 0.45951 2.40199 -1.58743
192 C 0.21216 3.51490 -0.74772
193 H -0.69802 -3.31335 2.76907
194 H 6.18979 2.22943 -3.52083
195 H 0.36813 1.61377 -3.44730
196 C 1.41221 0.64948 -9.30916
197 C 0.26743 0.14338 2.15223
198 H 4.90724 -3.47822 -6.51195
199 H 5.95470 -0.87818 5.63362
200 H 1.33148 0.66171 6.21820
201 H -2.25195 -5.65121 5.17578
202 H 0.37657 -4.01790 0.05185
203 H -1.44021 4.88152 1.43384
204 H -0.77673 1.67217 2.88321
205 H 3.40513 -0.59322 5.17933
206 H -4.45351 -2.05527 5.47414
207 C -6.81517 -1.20796 -2.42455
208 H -7.56023 -0.47939 -2.10490
209 H -4.53537 -0.34223 5.19985
210 H 1.15646 -2.49627 -9.94179
211 H -2.24206 6.74649 5.41594
212 H -1.06508 -5.35871 3.33183

Results of the Löwdin charge analysis, in e, for atoms 1 through 6: -0.187, -0.155, 0.066, 0.098, 0.104, 0.123



2.
The following is a DFT calculation (ωB97M-V with the def2-TZVPD basis set) of a structure of composition C52H133F6N11O15Zn in a non-equilibrium geometry.

Calculated values
E_LUMO (eV): -5.896
HOMO-LUMO gap (eV): 1.9
ΔE to the lowest compared entry with this formula, charge and spin (kJ/mol): 1328.7
Charge: 0
2S+1: 1

Element x y z (Å)
1 H 11.56135 15.93039 17.62452
2 H 16.81844 5.62676 26.71858
3 H 23.86205 21.74051 10.63578
4 H 14.53592 15.24441 28.32899
5 H 15.36203 7.23433 27.66113
6 C 12.01579 7.32156 25.54381
7 C 9.84067 3.08725 14.06764
8 C 10.16958 15.15901 18.99684
9 C 16.38310 13.14035 25.31305
10 H 11.61169 3.30357 17.49213
11 H 10.63264 3.81494 13.89062
12 C 24.42061 15.65151 21.11440
13 H 15.82260 15.05208 16.11944
14 C 19.75643 21.61779 19.82267
15 C 29.26831 7.08659 16.32482
16 H 21.16937 23.93149 20.52977
17 C 14.08927 6.17447 26.36864
18 H 12.40319 7.22787 24.52928
19 H 16.01123 12.33371 24.68128
20 H 22.90913 2.42731 13.64373
21 H 21.09542 3.87092 13.27190
22 C 29.90254 5.70516 16.18163
23 H 10.32777 3.66673 18.57195
24 N 8.36465 9.80066 12.34050
25 H 24.71570 13.91638 22.48327
26 H 21.36162 8.33517 8.06299
27 H 11.44626 18.84589 5.52248
28 H 20.09266 21.46016 9.38929
29 H 10.05315 2.16507 13.52676
30 H 23.22700 23.82888 21.63883
31 H 22.87204 16.78845 21.57554
32 H 7.36970 9.87722 12.18455
33 O 25.14497 8.40247 8.54783
34 H 9.42961 15.39427 19.76183
35 H 8.31109 8.82398 10.51395
36 O 13.15129 7.22963 26.48481
37 C 16.49713 13.25021 15.20749
38 H 21.21515 22.81990 10.53759
39 F 18.14018 22.89151 21.14895
40 C 26.94050 7.90586 16.26558
41 H 10.01791 17.18576 7.42573
42 C 9.12797 3.89744 16.17741
43 H 23.11433 16.54928 17.03767
44 N 14.18803 6.10623 28.87276
45 H 13.44901 14.31000 6.82523
46 H 22.90177 21.64646 12.78666
47 H 24.20645 7.77102 10.28267
48 H 17.20887 15.28207 15.05747
49 C 10.95271 16.32438 18.43842
50 H 29.33315 7.49939 17.33155
51 C 8.91234 9.61326 10.96520
52 H 8.90760 17.11311 15.05609
53 N 10.96473 18.68295 6.39522
54 H 29.77442 7.71767 15.59427
55 H 9.44928 17.88028 18.92798
56 C 10.43104 9.29695 11.10923
57 H 15.09825 12.70590 27.05677
58 H 11.06076 15.25398 6.21170
59 O 23.37460 15.46497 18.89752
60 H 17.72354 12.48371 26.96904
61 H 22.66339 0.75810 13.98060
62 H 21.86513 23.63310 22.72069
63 H 15.67741 15.07475 14.29128
64 H 25.93164 7.54014 16.07441
65 H 11.96973 16.38291 5.16522
66 N 23.86513 22.59620 11.17233
67 H 9.13774 10.73090 9.22497
68 C 22.71822 22.43806 12.06017
69 N 31.38290 5.81113 16.29978
70 C 10.31040 4.79262 16.72947
71 H 22.91572 9.79632 8.35444
72 H 25.34489 15.73097 19.07352
73 H 11.51964 8.29131 25.50514
74 H 10.58854 17.72355 15.51995
75 H 22.25999 1.97022 15.20240
76 H 29.87853 5.06953 18.19693
77 H 8.71046 10.69785 12.64963
78 H 16.14280 15.52340 29.04748
79 H 8.99012 3.49628 13.52232
80 H 9.09284 11.80516 10.69421
81 H 17.93376 11.23752 16.13631
82 O 12.57103 16.26393 7.11012
83 C 16.11008 10.59658 17.11568
84 H 10.93667 10.14603 11.56911
85 O 19.44754 20.23861 20.02746
86 H 20.44459 19.67992 9.32050
87 H 10.20223 16.08505 15.80186
88 H 11.27447 17.35950 20.10756
89 C 22.12009 9.72055 10.15484
90 H 29.59122 5.35155 15.19870
91 H 8.39201 4.49018 15.63416
92 C 11.50933 16.24507 6.14355
93 C 21.62121 22.94724 20.65295
94 C 14.97684 6.21565 27.61606
95 H 8.65912 16.33155 5.58160
96 F 16.51388 9.41157 17.68725
97 H 10.78331 14.31087 19.30030
98 C 24.47115 16.07229 19.62865
99 C 10.43648 17.33087 6.42982
100 Zn 19.68262 14.89092 20.36036
101 C 21.40722 22.05473 11.28974
102 H 27.15128 8.90680 15.88905
103 H 12.37588 7.63603 10.62267
104 C 22.42517 23.14695 21.92188
105 H 11.65908 18.81175 7.11729
106 C 23.44070 15.58797 17.43448
107 H 15.55376 12.71374 15.10568
108 H 17.64685 11.48493 25.49484
109 H 14.52175 15.51891 7.54626
110 O 27.90967 6.94298 15.77853
111 C 16.24003 5.27073 27.57109
112 H 25.12981 16.28056 21.65239
113 F 15.06546 11.02690 17.86783
114 N 22.08158 7.97012 8.67003
115 H 28.42816 4.50018 17.34582
116 O 20.90251 1.91001 13.65352
117 H 27.10284 7.95670 8.01995
118 C 9.99063 17.55884 18.03818
119 F 15.57567 10.21691 15.97681
120 H 26.53622 7.33685 9.63432
121 H 12.58297 17.18320 19.10278
122 H 22.63793 7.40235 8.04696
123 H 14.56963 14.03398 26.09407
124 H 10.65553 6.69927 17.30446
125 C 20.41555 3.26659 13.87245
126 H 14.81067 6.27500 25.55774
127 C 12.20639 8.35603 9.82204
128 H 18.10950 1.48557 13.75567
129 H 8.52901 3.49771 16.99568
130 H 13.27992 6.40539 28.54729
131 H 26.88157 8.04540 17.34501
132 H 16.91387 2.79742 13.39201
133 H 16.82702 5.28387 28.48945
134 H 18.64853 12.86082 25.51307
135 C 22.64111 23.77180 12.85537
136 H 27.07380 8.89101 9.45357
137 F 18.81160 23.82856 19.39355
138 H 14.08759 15.65290 5.92281
139 H 15.91835 4.26232 27.31081
140 O 18.21798 11.84238 17.99932
141 C 18.47841 22.62737 19.88232
142 O 10.92706 8.98450 9.80707
143 C 11.03223 4.13820 17.88672
144 H 20.34489 3.51771 14.93079
145 H 30.00785 3.68879 17.12740
146 H 12.27942 7.84473 8.86218
147 H 22.05868 9.09966 11.04861
148 C 17.68615 12.50390 25.87986
149 N 18.99995 3.20588 11.85229
150 C 9.28993 17.20036 5.39357
151 C 24.30617 8.63806 9.62969
152 H 15.49749 13.93370 29.15524
153 H 12.99877 9.10439 9.83580
154 O 9.55835 2.72828 15.40091
155 O 9.13076 17.31737 17.00482
156 H 23.59565 24.17852 13.18932
157 H 24.67317 22.59998 11.77826
158 N 9.86338 6.10245 17.11370
159 H 17.18286 13.00738 14.39576
160 H 13.62449 5.19229 26.28256
161 H 10.64846 18.36874 17.72288
162 H 19.48647 2.32113 11.87753
163 C 19.02111 3.47945 13.29235
164 H 31.60043 5.97380 17.27256
165 H 19.69431 3.84057 11.48471
166 C 13.66429 15.37665 6.88852
167 O 21.44777 20.78883 10.70188
168 H 24.47825 15.43694 17.13651
169 O 17.11547 13.00692 16.51281
170 H 21.11741 9.96724 9.80573
171 H 22.60090 10.66080 10.42475
172 H 22.31296 24.58910 12.21316
173 N 23.08269 15.80520 21.67014
174 C 20.24498 20.54211 9.95681
175 H 16.84392 14.97387 25.43248
176 C 29.50526 4.64627 17.26440
177 H 15.87144 14.74966 24.26477
178 H 14.48553 6.86684 29.46697
179 H 22.82321 14.80853 16.98807
180 H 18.77465 4.53735 13.38299
181 H 17.62907 2.82246 14.82964
182 N 16.75248 14.39586 24.60930
183 H 11.30235 6.51886 25.73032
184 C 17.89162 2.55236 13.80680
185 C 9.74518 17.07336 15.75251
186 H 7.66027 11.16170 10.04031
187 C 22.22046 1.74162 14.13736
188 H 25.75909 13.92623 21.24524
189 F 17.38418 22.20473 19.27522
190 H 10.47349 8.44817 11.79178
191 H 24.63239 9.45914 10.26806
192 H 24.15073 13.40101 20.90570
193 H 22.31060 22.74496 19.83323
194 O 20.67889 21.91341 20.89268
195 C 26.49639 8.14644 8.90556
196 C 22.91840 9.02028 9.11987
197 C 16.25553 14.76396 15.16150
198 H 20.57703 22.14604 11.99013
199 H 24.38930 17.15322 19.51463
200 H 9.40450 6.46376 16.28970
201 O 16.20581 14.43937 27.32525
202 C 15.51963 14.81030 28.50781
203 H 11.03970 4.98277 15.94203
204 H 9.68862 17.09380 4.38471
205 C 17.30656 11.65354 16.92475
206 C 15.46846 13.55554 26.48304
207 H 31.85772 4.93572 16.13151
208 H 23.14875 15.73451 22.67548
209 C 8.70664 10.90808 10.21029
210 H 11.65204 4.78915 18.50332
211 H 8.68831 18.10548 5.47685
212 H 22.83452 22.19463 22.25899
213 H 9.66411 14.67412 18.16167
214 H 20.34724 21.68499 18.90915
215 H 19.35780 20.38345 10.56990
216 C 24.71358 14.17677 21.42484
217 N 11.80380 16.71269 19.54050
218 H 21.98280 23.79193 13.72388

Results of the Löwdin charge analysis, in e, for atoms 1 through 6: 0.129, 0.064, 0.065, 0.090, 0.121, -0.053